Entry 1:
This record from the Open Molecules 2025 dataset describes a molecular structure, C17H31BN8OPdSb in a non-equilibrium geometry. The level of theory is ωB97M-V/def2-TZVPD.

Results
* gap between HOMO and LUMO (spin up / spin down): 7.637 / 7.637 eV
* maximum force: 0.026 hartree/bohr
* HOMO level (spin up / spin down): -11.10 / -11.09 eV
* E_tot: -1572.5274 hartree
* energy above the lowest of the compared OMol25 structures with the same formula, charge and spin: 54.4 kJ/mol
* net charge: +1

Last column: Mulliken charge in e.
Positions of all 60 atoms, in Å:
Pd  -0.19  -0.04  0.17  0.593
C  0.56  0.08  4.72  -1.033
C  -0.08  -0.53  3.65  -0.540
N  0.39  -0.07  2.49  -0.131
N  1.32  0.85  2.80  0.379
C  1.45  0.96  4.13  -0.144
B  2.02  1.61  1.66  -0.014
N  2.62  0.66  0.59  0.197
C  3.90  0.51  0.23  -0.108
C  3.97  -0.37  -0.83  -1.117
C  2.65  -0.72  -1.08  -0.753
N  1.85  -0.09  -0.22  0.249
N  0.99  2.48  0.90  0.081
C  1.01  3.79  0.66  -0.144
C  0.02  4.11  -0.24  -1.411
C  -0.58  2.89  -0.54  -0.597
N  0.01  1.92  0.16  0.483
H  0.41  -0.08  5.77  0.440
H  -0.85  -1.29  3.65  0.512
H  2.16  1.65  4.55  0.453
H  2.87  2.30  2.12  -0.102
H  4.67  1.05  0.76  0.475
H  4.85  -0.70  -1.35  0.434
H  2.24  -1.37  -1.82  0.531
H  1.74  4.41  1.15  0.490
H  -0.23  5.07  -0.64  0.444
H  -1.39  2.67  -1.21  0.672
C  -4.95  -2.00  -0.65  -1.203
C  -4.93  -0.58  -0.11  -0.775
Sb  -2.97  0.21  0.21  0.623
C  -2.75  0.54  -1.94  -0.888
C  -3.75  1.41  -2.68  -1.288
C  -3.52  2.14  1.01  -0.577
C  -4.89  2.69  0.64  -1.157
H  -5.97  -2.32  -0.87  0.385
H  -4.54  -2.71  0.07  0.304
H  -4.38  -2.09  -1.57  0.283
H  -5.49  -0.51  0.82  0.472
H  -5.37  0.12  -0.81  0.350
H  -2.76  -0.48  -2.34  0.619
H  -1.73  0.90  -2.14  0.637
H  -4.78  1.09  -2.57  0.344
H  -3.54  1.42  -3.75  0.385
H  -3.69  2.45  -2.34  0.268
H  -2.73  2.84  0.75  0.263
H  -3.46  2.01  2.10  0.481
H  -4.99  2.85  -0.44  0.235
H  -5.06  3.64  1.13  0.406
H  -5.69  2.02  0.94  0.278
C  -1.07  -4.53  -0.79  -0.670
N  -0.10  -4.24  0.26  -0.251
C  0.24  -2.98  0.58  0.785
N  1.18  -2.78  1.50  -0.275
O  -0.35  -2.04  -0.01  -0.592
H  -1.41  -5.55  -0.67  0.343
H  -0.64  -4.41  -1.78  0.280
H  -1.92  -3.86  -0.69  0.107
H  0.46  -5.00  0.61  0.207
H  1.55  -3.54  2.05  0.210
H  1.37  -1.83  1.80  0.073

Entry 2:
This record from the Open Molecules 2025 dataset describes a molecular structure, C3H9N3O in a non-equilibrium geometry. The level of theory is ωB97M-V/def2-TZVPD.

Results
* gap between HOMO and LUMO: 8.084 eV
* maximum force: 0.111 hartree/bohr
* HOMO level: -7.80 eV
* E_tot: -358.8929 hartree
* energy above the lowest of the compared OMol25 structures with the same formula, charge and spin: 923.1 kJ/mol

Last column: Mulliken charge in e.
Positions of all 16 atoms, in Å:
C  -2.35  -0.20  0.86  -0.808
C  -1.67  -0.22  -0.52  -0.780
C  0.48  -0.88  -0.19  0.252
H  -1.60  -0.50  1.67  0.275
H  -3.35  -0.93  0.89  0.277
H  -2.59  1.03  1.14  0.223
H  -1.86  -1.12  -1.06  0.383
H  -2.46  0.38  -1.14  0.283
H  0.92  1.50  -0.60  0.449
H  -0.27  -1.61  -0.72  0.214
H  2.07  0.62  1.77  0.234
H  3.74  0.29  0.50  0.276
N  -0.34  0.17  -0.38  0.212
N  1.80  -0.99  -0.14  -0.351
N  2.42  0.27  0.39  -0.684
O  -0.07  1.50  -0.31  -0.455

Entry 3:
This record from the Open Molecules 2025 dataset describes a molecular structure, C7H9I2NO4Yb in a non-equilibrium geometry. The level of theory is ωB97M-V/def2-TZVPD.

Results
* gap between HOMO and LUMO: 5.444 eV
* maximum force: 0.129 hartree/bohr
* HOMO level: -15.14 eV
* E_tot: -2381.1514 hartree
* energy above the lowest of the compared OMol25 structures with the same formula, charge and spin: 304.5 kJ/mol
* net charge: +2

Last column: Mulliken charge in e.
Positions of all 24 atoms, in Å:
C  0.08  0.90  -2.03  -0.803
C  -1.46  0.55  -1.65  -0.347
I  -2.60  -0.83  -2.94  0.424
C  -2.03  1.14  -0.46  0.387
I  -4.12  0.62  0.02  0.189
O  -1.27  2.03  0.37  -0.273
C  -0.68  1.32  1.48  0.439
O  0.08  1.99  2.23  -0.495
N  -0.96  -0.08  1.82  -0.203
C  -0.04  -1.04  1.14  0.055
C  1.44  -1.11  1.82  -0.424
O  2.28  -1.97  1.00  -0.301
C  2.84  -1.27  -0.10  0.154
O  3.04  -0.04  -0.18  -0.464
H  0.56  1.64  -1.31  0.328
H  0.71  -0.07  -1.98  0.221
H  0.09  1.30  -3.10  0.329
H  -0.85  -0.16  2.85  0.345
H  0.15  -0.83  0.04  -0.311
H  -0.56  -2.07  1.18  0.310
H  1.87  -0.09  2.05  0.376
H  1.33  -1.65  2.84  0.323
H  3.19  -1.93  -0.98  0.364
Yb  -3.07  1.66  -4.14  1.376

Entry 4:
This record from the Open Molecules 2025 dataset describes a molecular structure, C20H12CaN4O7SSe. The level of theory is ωB97M-V/def2-TZVPD.

Results
* gap between HOMO and LUMO: 7.210 eV
* maximum force: 0.017 hartree/bohr
* HOMO level: -8.70 eV
* E_tot: -4992.3220 hartree
* energy above the lowest of the compared OMol25 structures with the same formula, charge and spin: 0.4 kJ/mol

Last column: Mulliken charge in e.
Positions of all 46 atoms, in Å:
Ca  0.01  0.23  0.06  1.931
O  -1.66  -1.33  -0.43  -0.670
C  -2.65  -1.04  -1.11  0.018
C  -3.19  0.25  -1.45  0.517
C  -4.31  0.21  -2.29  -0.553
C  -4.95  1.36  -2.65  -0.413
C  -4.51  2.61  -2.19  -0.435
C  -3.43  2.68  -1.37  -0.665
C  -2.71  1.52  -0.96  0.676
O  -1.70  1.65  -0.18  -0.928
N  -6.12  1.28  -3.53  1.011
O  -6.66  2.32  -3.84  -0.631
O  -6.48  0.18  -3.90  -0.629
H  -3.23  -1.88  -1.53  0.340
H  -4.68  -0.74  -2.65  0.463
H  -5.05  3.50  -2.50  0.480
H  -3.07  3.63  -1.00  0.407
Se  -0.42  1.54  3.39  0.287
N  -0.49  -0.04  2.50  -0.450
C  -0.37  -0.99  3.40  0.828
C  -0.37  -2.39  3.10  -0.502
C  -0.24  -3.27  4.12  -0.630
C  -0.10  -2.83  5.49  -0.481
C  -0.10  -1.52  5.82  -0.643
C  -0.23  -0.55  4.77  0.585
N  -0.22  0.75  4.97  -0.765
H  -0.48  -2.71  2.07  0.451
H  -0.24  -4.33  3.92  0.393
H  0.00  -3.59  6.25  0.380
H  0.01  -1.17  6.83  0.439
O  1.45  1.00  -2.96  -0.636
C  2.18  0.35  -2.24  0.486
N  1.73  -0.63  -1.36  -0.888
S  2.77  -0.71  -0.14  1.536
O  2.33  0.31  0.84  -0.782
O  2.97  -2.02  0.39  -0.684
C  4.18  -0.07  -1.00  0.298
C  5.51  -0.07  -0.67  -0.722
C  6.38  0.54  -1.57  -0.438
C  5.89  1.14  -2.74  -0.489
C  4.53  1.14  -3.04  -0.502
C  3.68  0.51  -2.15  0.320
H  5.88  -0.53  0.24  0.439
H  7.44  0.56  -1.37  0.390
H  6.59  1.61  -3.42  0.384
H  4.15  1.60  -3.93  0.474

Entry 5:
This record from the Open Molecules 2025 dataset describes a molecular structure, C4H10N2O in a non-equilibrium geometry. The level of theory is ωB97M-V/def2-TZVPD.

Results
* gap between HOMO and LUMO: 7.849 eV
* maximum force: 0.035 hartree/bohr
* HOMO level: -7.25 eV
* E_tot: -343.0496 hartree
* energy above the lowest of the compared OMol25 structures with the same formula, charge and spin: 398.8 kJ/mol

Last column: Mulliken charge in e.
Positions of all 17 atoms, in Å:
C  1.16  -1.95  1.43  -0.803
C  -1.82  0.72  -0.33  -1.180
N  0.58  -1.26  0.28  -0.270
C  0.56  0.04  0.14  0.143
C  -0.45  0.35  -0.88  0.146
N  -0.04  1.27  -1.92  -0.486
O  1.30  0.88  0.87  -0.523
H  1.05  1.79  0.63  0.328
H  -0.33  -1.16  -0.70  0.460
H  0.85  1.05  -2.34  0.211
H  -0.28  2.25  -1.81  0.214
H  0.40  -2.17  2.18  0.258
H  1.94  -1.37  1.92  0.299
H  1.60  -2.89  1.10  0.278
H  -2.57  0.66  -1.12  0.302
H  -1.84  1.75  0.07  0.293
H  -2.12  0.05  0.49  0.329

Entry 6:
This record from the Open Molecules 2025 dataset describes C4H5ClO2 in the gas phase in a non-equilibrium geometry. The level of theory is ωB97M-V/def2-TZVPD.

Results
* SMILES: O=C(Cl)OC1CC1
* gap between HOMO and LUMO: 11.429 eV
* maximum force: 0.068 hartree/bohr
* HOMO level: -10.60 eV
* E_tot: -766.0393 hartree
* energy above the lowest of the compared OMol25 structures with the same formula, charge and spin: 37.1 kJ/mol

Last column: Mulliken charge in e.
Positions of all 12 atoms, in Å:
C  -3.19  -0.43  0.07  0.549
C  0.31  0.41  -0.61  -0.434
C  0.24  -0.04  0.78  -0.508
C  -0.91  -0.34  -0.14  -0.072
O  -3.34  -1.57  0.18  -0.361
O  -2.16  0.32  -0.18  -0.292
Cl  -4.67  0.60  -0.03  -0.203
H  0.26  1.51  -0.80  0.247
H  1.05  -0.24  -1.26  0.203
H  0.62  -1.03  1.02  0.229
H  0.08  0.68  1.59  0.277
H  -0.86  -1.30  -0.53  0.365

Q: The highest maximum force belongs to which entry?
A: C7H9I2NO4Yb

Please write out number 2 again, unchanged.
This record from the Open Molecules 2025 dataset describes a molecular structure, C3H9N3O in a non-equilibrium geometry. The level of theory is ωB97M-V/def2-TZVPD.

Results
* gap between HOMO and LUMO: 8.084 eV
* maximum force: 0.111 hartree/bohr
* HOMO level: -7.80 eV
* E_tot: -358.8929 hartree
* energy above the lowest of the compared OMol25 structures with the same formula, charge and spin: 923.1 kJ/mol

Last column: Mulliken charge in e.
Positions of all 16 atoms, in Å:
C  -2.35  -0.20  0.86  -0.808
C  -1.67  -0.22  -0.52  -0.780
C  0.48  -0.88  -0.19  0.252
H  -1.60  -0.50  1.67  0.275
H  -3.35  -0.93  0.89  0.277
H  -2.59  1.03  1.14  0.223
H  -1.86  -1.12  -1.06  0.383
H  -2.46  0.38  -1.14  0.283
H  0.92  1.50  -0.60  0.449
H  -0.27  -1.61  -0.72  0.214
H  2.07  0.62  1.77  0.234
H  3.74  0.29  0.50  0.276
N  -0.34  0.17  -0.38  0.212
N  1.80  -0.99  -0.14  -0.351
N  2.42  0.27  0.39  -0.684
O  -0.07  1.50  -0.31  -0.455

Q: Which of these has the lowest maximum force?
A: C20H12CaN4O7SSe

Q: The highest maximum force belongs to which entry?
A: C7H9I2NO4Yb